Record 1
This record from the Open Molecules 2025 dataset describes 2 unconnected molecules or ions with the total composition C4H9NO2. The level of theory is ωB97M-V with the def2-TZVPD basis set.

Summary:
ΔE to the lowest compared entry with this formula, charge and spin (kJ/mol): 230.7
SMILES: COC(C)=O.C=N
Total energy (hartree): -362.997661
LUMO level (hartree): 0.037
HOMO level (eV): -9.70
Frontier orbital gap (eV): 10.722

Geometry (Å):
C -1.1044 0.9408 -1.9687
O -0.9864 -0.1511 -1.0349
C -0.6302 0.2190 0.2198
C -0.8053 -0.8516 1.3583
O -0.3833 1.3701 0.5044
H -1.3245 0.5088 -2.9500
H -1.9314 1.5906 -1.6681
H -0.1971 1.5497 -2.0347
H -1.1182 -1.8599 1.0673
H 0.0482 -0.9920 2.0439
H -1.5774 -0.4264 2.0046
C 2.0480 -0.1984 0.8506
N 1.5805 -0.3414 -0.3146
H 1.5849 0.5701 1.4811
H 2.8439 -0.8049 1.2853
H 1.9528 -1.1233 -0.8441

natural (NBO) population analysis, charges in e, atoms 1 to 2: atom 1 (C): -0.262, atom 2 (O): -0.522

Record 2
This record from the Open Molecules 2025 dataset describes a molecular structure, C16H22N4PdS2. The level of theory is ωB97M-V with the def2-TZVPD basis set.

Summary:
ΔE to the lowest compared entry with this formula, charge and spin (kJ/mol): 48.4
Total energy (hartree): -1766.158895
LUMO level (hartree): -0.003
HOMO level (eV): -7.31
Frontier orbital gap (eV): 7.220

Geometry (Å):
Pd -0.8067 0.8920 -0.0584
C 1.4712 0.7454 1.7275
N 1.2887 0.6895 0.2542
C 1.6837 -0.6581 -0.2506
C 0.5144 -1.6342 -0.2205
N -0.6548 -1.0664 -0.9207
C -0.3946 -0.8091 -2.3546
C -1.8888 -1.8258 -0.7728
C -1.9205 -3.1930 -1.0125
C -3.1166 -3.8838 -0.9279
C -4.2818 -3.1880 -0.6210
C -4.2502 -1.8242 -0.3992
C -3.0473 -1.1133 -0.4666
S -3.0553 0.6288 -0.1801
C 2.0423 1.7820 -0.3595
C 3.4209 1.6804 -0.5081
C 4.1440 2.7305 -1.0430
C 3.4734 3.8937 -1.4102
C 2.1072 3.9983 -1.2430
C 1.3551 2.9400 -0.7137
S -0.3836 3.1266 -0.5372
H 2.5348 0.6776 1.9744
H 0.9353 -0.0741 2.2057
H 1.0751 1.6917 2.0911
H 2.4932 -1.0649 0.3625
H 2.0720 -0.5437 -1.2599
H 0.2091 -1.8427 0.8059
H 0.8380 -2.5817 -0.6692
H -0.0792 -1.7319 -2.8540
H 0.3632 -0.0395 -2.4834
H -1.3169 -0.4511 -2.8052
H -1.0086 -3.7209 -1.2664
H -3.1426 -4.9502 -1.1059
H -5.2240 -3.7167 -0.5538
H -5.1589 -1.2860 -0.1615
H 3.9321 0.7733 -0.2057
H 5.2150 2.6473 -1.1675
H 4.0242 4.7251 -1.8312
H 1.5883 4.9051 -1.5271
N -0.7637 0.1186 4.2768
N -1.7176 0.3874 3.2470
H -1.2643 0.0565 5.1532
H -0.0861 0.8682 4.3675
H -1.7692 1.3699 3.0064
H -1.4498 -0.1286 2.4183

natural (NBO) population analysis, charges in e, atoms 1 to 2: atom 1 (Pd): 0.571, atom 2 (C): -0.426

Record 3
This record from the Open Molecules 2025 dataset describes CH3N2OP in the gas phase. The level of theory is ωB97M-V with the def2-TZVPD basis set.

Summary:
ΔE to the lowest compared entry with this formula, charge and spin (kJ/mol): 282.5
SMILES: O=PN1CN1
Total energy (hartree): -565.914620
LUMO level (hartree): -0.016
HOMO level (eV): -9.26
Frontier orbital gap (eV): 8.810

Geometry (Å):
O 2.0328 1.0014 -0.3758
P 1.9500 -0.3859 -0.0267
N 0.1058 -0.5345 0.9238
C -0.6611 0.4276 0.1756
N -0.3996 -0.8232 -0.5010
H -0.0588 1.2028 -0.3160
H -1.6370 0.4958 0.5801
H -1.3321 -1.3839 -0.4601

natural (NBO) population analysis, charges in e, atoms 1 to 2: atom 1 (O): -1.017, atom 2 (P): 1.467

Record 4
This record from the Open Molecules 2025 dataset describes a molecular structure, C28H50BFeIN7O2S. The level of theory is ωB97M-V with the def2-TZVPD basis set.

Summary:
ΔE to the lowest compared entry with this formula, charge and spin (kJ/mol): 26.0
Expectation value of S²: 8.76
Spin multiplicity: 6
Total energy (hartree): -3614.807021
Charge: +2
LUMO level (alpha / beta) (hartree): -0.181 / -0.275
HOMO level (alpha / beta) (eV): -14.22 / -14.15
Frontier orbital gap (alpha / beta) (eV): 9.289 / 6.656

Geometry (Å):
Fe 0.0582 -0.2776 -0.3310
C -1.1752 1.2563 4.6326
C -1.1036 0.2324 3.5511
C -1.5320 -1.0819 3.5593
C -1.1589 -1.6299 2.3293
N -0.5832 -0.6705 1.5889
N -0.5538 0.4756 2.3440
B 0.4073 1.6280 1.9296
N 1.7628 0.9961 1.5895
N 1.8582 0.0647 0.5907
C 3.1641 -0.2992 0.5142
C 3.8838 0.4311 1.4527
C 2.9756 1.2321 2.1108
C 3.1987 2.2060 3.2156
C 3.7566 -1.3290 -0.4158
C 4.8081 -0.6425 -1.2987
C 4.4168 -2.4264 0.4314
C 2.6995 -1.9568 -1.2966
N -0.1295 2.3376 0.6645
N 0.0773 1.7581 -0.5549
C -0.1833 2.6777 -1.4945
C -0.5990 3.8515 -0.8645
C -0.5404 3.6051 0.4967
C -0.8064 4.5243 1.6389
C 0.0171 2.4886 -2.9769
C 0.6287 3.7731 -3.5531
C -1.3378 2.2237 -3.6449
C 0.9804 1.3376 -3.2492
C -1.3973 -3.0545 1.8869
C -0.2762 -3.5406 0.9727
C -1.4366 -3.9723 3.1144
C -2.7534 -3.1030 1.1643
H -1.9555 0.9854 5.3407
H -1.3858 2.2486 4.2394
H -0.2319 1.3097 5.1779
H -2.0111 -1.5878 4.3784
H 0.5022 2.4056 2.8239
H 4.9415 0.3788 1.6456
H 4.2530 2.2219 3.4802
H 2.6273 1.9357 4.1034
H 2.9042 3.2134 2.9214
H 5.5979 -0.1950 -0.6959
H 4.3608 0.1466 -1.9067
H 5.2682 -1.3716 -1.9668
H 5.1946 -2.0148 1.0741
H 4.8776 -3.1724 -0.2172
H 3.6852 -2.9292 1.0671
H 2.2367 -1.2093 -1.9448
H 1.9475 -2.4775 -0.6979
H 3.1408 -2.7061 -1.9566
H -0.8506 4.7885 -1.3300
H -1.2992 5.4233 1.2767
H 0.1222 4.8199 2.1283
H -1.4442 4.0592 2.3899
H -0.0562 4.6168 -3.4768
H 0.8552 3.6293 -4.6103
H 1.5529 4.0358 -3.0375
H -2.0349 3.0408 -3.4564
H -1.7806 1.3025 -3.2577
H -1.2167 2.1292 -4.7256
H 1.9559 1.5125 -2.7909
H 1.1325 1.2257 -4.3248
H 0.5847 0.3888 -2.8862
H 0.6943 -3.4871 1.4704
H -0.2253 -2.9692 0.0476
H -0.4492 -4.5823 0.6954
H -0.4934 -3.9447 3.6612
H -1.6131 -4.9986 2.7911
H -2.2398 -3.7072 3.8001
H -2.7631 -2.4395 0.2933
H -3.5576 -2.7834 1.8284
H -2.9738 -4.1214 0.8383
N -3.3725 0.7180 0.9701
C -3.1204 0.4873 -0.3104
O -2.0240 0.0705 -0.7318
C -4.2258 0.7253 -1.2967
I -5.5505 -0.9441 -1.2996
H -2.6616 0.5479 1.6668
H -4.2995 0.9746 1.2688
H -3.8092 0.8000 -2.2936
H -4.8078 1.6124 -1.0625
C -1.1731 -1.5293 -4.1911
S -0.5816 -2.5164 -2.8388
C -2.1026 -3.2807 -2.3348
O -0.2551 -1.5119 -1.7199
H -1.4756 -2.2190 -4.9800
H -0.3493 -0.9148 -4.5440
H -2.0100 -0.9194 -3.8569
H -2.4103 -3.9317 -3.1545
H -2.8556 -2.5206 -2.1267
H -1.8951 -3.8843 -1.4531

natural (NBO) population analysis, charges in e, atoms 1 to 2: atom 1 (Fe): 1.900, atom 2 (C): -0.657

Q: Look up the total energy of the second one.
A: -1766.158895 hartree

What did the first record say?
This record from the Open Molecules 2025 dataset describes 2 unconnected molecules or ions with the total composition C4H9NO2. The level of theory is ωB97M-V with the def2-TZVPD basis set.

Summary:
ΔE to the lowest compared entry with this formula, charge and spin (kJ/mol): 230.7
SMILES: COC(C)=O.C=N
Total energy (hartree): -362.997661
LUMO level (hartree): 0.037
HOMO level (eV): -9.70
Frontier orbital gap (eV): 10.722

Geometry (Å):
C -1.1044 0.9408 -1.9687
O -0.9864 -0.1511 -1.0349
C -0.6302 0.2190 0.2198
C -0.8053 -0.8516 1.3583
O -0.3833 1.3701 0.5044
H -1.3245 0.5088 -2.9500
H -1.9314 1.5906 -1.6681
H -0.1971 1.5497 -2.0347
H -1.1182 -1.8599 1.0673
H 0.0482 -0.9920 2.0439
H -1.5774 -0.4264 2.0046
C 2.0480 -0.1984 0.8506
N 1.5805 -0.3414 -0.3146
H 1.5849 0.5701 1.4811
H 2.8439 -0.8049 1.2853
H 1.9528 -1.1233 -0.8441

natural (NBO) population analysis, charges in e, atoms 1 to 2: atom 1 (C): -0.262, atom 2 (O): -0.522

What did the third record say?
This record from the Open Molecules 2025 dataset describes CH3N2OP in the gas phase. The level of theory is ωB97M-V with the def2-TZVPD basis set.

Summary:
ΔE to the lowest compared entry with this formula, charge and spin (kJ/mol): 282.5
SMILES: O=PN1CN1
Total energy (hartree): -565.914620
LUMO level (hartree): -0.016
HOMO level (eV): -9.26
Frontier orbital gap (eV): 8.810

Geometry (Å):
O 2.0328 1.0014 -0.3758
P 1.9500 -0.3859 -0.0267
N 0.1058 -0.5345 0.9238
C -0.6611 0.4276 0.1756
N -0.3996 -0.8232 -0.5010
H -0.0588 1.2028 -0.3160
H -1.6370 0.4958 0.5801
H -1.3321 -1.3839 -0.4601

natural (NBO) population analysis, charges in e, atoms 1 to 2: atom 1 (O): -1.017, atom 2 (P): 1.467

Q: The lowest total energy belongs to which entry?
A: C28H50BFeIN7O2S